i | Computed, not measured: a 2-piece molecular cluster, C6H13N4 overall, with ωB97M-V/def2-TZVPD.

Properties
**2S+1**: 1
**Gap between HOMO and LUMO (spin up / spin down)**: 8.58 / 8.57 eV
**Net charge**: +1
**HOMO (spin up / spin down)**: -0.460 / -0.460 hartree
**LUMO level (spin up / spin down)**: -3.942 / -3.942 eV

Atoms and positions in Å:
C (-1.70156, -1.26949, 2.13685)
C (0.61861, -0.38207, -0.35680)
C (-1.19084, -1.03989, -1.78409)
C (-0.75809, 1.36223, -1.25070)
C (2.71577, 0.52425, -0.52661)
C (1.47419, 0.68572, 1.53192)
N (-1.83122, -0.07719, 2.19509)
N (-1.82961, -2.23717, 1.44802)
N (-0.30206, -0.06202, -1.18182)
N (1.48057, 0.38406, 0.27475)
H (-1.30848, -0.76786, -2.76981)
H (-0.76799, -2.06238, -1.52369)
H (-2.05715, -1.01144, -1.16691)
H (-1.29437, 1.65162, -2.18850)
H (-1.46570, 1.54279, -0.35793)
H (0.06768, 2.09628, -1.18764)
H (3.34338, -0.43548, -0.57614)
H (3.40737, 1.24178, -0.06371)
H (2.27589, 0.82633, -1.40063)
H (0.73651, 0.51822, 2.22011)
H (-2.31399, 0.42162, 2.86938)
H (2.30070, 1.27585, 1.97152)
H (-1.59962, -3.18577, 1.68733)

Mulliken population analysis, charges in e, atoms 1 to 4: C 0.4055; C -0.1936; C -0.9459; C -0.8667


ii | Computed, not measured: a 2-piece molecular cluster, C6H13N4 overall, with ωB97M-V/def2-TZVPD.

Properties
**2S+1**: 1
**Gap between HOMO and LUMO (spin up / spin down)**: 8.28 / 8.28 eV
**Net charge**: +1
**HOMO (spin up / spin down)**: -0.501 / -0.501 hartree
**LUMO level (spin up / spin down)**: -5.363 / -5.363 eV

Atoms and positions in Å:
C (0.96177, 1.48461, -2.93141)
C (0.58568, -0.62714, -2.61586)
C (-1.10150, 1.16330, 0.70830)
C (-1.30173, -1.30353, 1.10965)
C (0.23070, 0.14559, 2.38245)
C (1.29495, -0.74825, -0.27147)
N (0.62095, 0.20045, -3.55996)
N (1.15858, 1.27451, -1.67144)
N (0.94593, -0.05598, -1.37390)
N (-0.42522, -0.09444, 1.16098)
H (0.97398, 2.50233, -3.30848)
H (0.43764, -1.68728, -2.75148)
H (-0.45353, 2.10299, 0.60578)
H (-1.40125, 0.89589, -0.35723)
H (-1.99864, 1.35382, 1.35588)
H (-2.01276, -1.32324, 0.30589)
H (-0.72930, -2.25533, 1.06865)
H (-1.93061, -1.30564, 1.93471)
H (-0.44067, 0.74375, 3.01178)
H (0.29015, -0.83445, 2.84941)
H (1.19297, 0.59451, 2.20251)
H (2.13744, -0.38531, 0.35696)
H (0.96444, -1.84116, -0.21172)

Mulliken population analysis, charges in e, atoms 1 to 4: C -0.0496; C 0.0662; C -1.0562; C -1.1728


iii | Computed, not measured: an isolated ion of composition C6H13N4 and charge +1, with ωB97M-V/def2-TZVPD.

Properties
**2S+1**: 1
**Gap between HOMO and LUMO**: 9.34 eV
**SMILES**: [H]/N=N/C1=[NH+]CC[C@H](C)N1C
**Net charge**: +1
**HOMO**: -0.518 hartree
**LUMO level**: -4.744 eV

Atoms and positions in Å:
C (0.11566, 0.93236, 0.67188)
C (0.13142, -1.74012, 0.52805)
C (1.44966, -1.04020, 0.76627)
C (-0.55830, -0.96812, -0.64953)
C (0.26117, -0.78799, -1.91550)
C (-2.03031, 0.99831, -0.51382)
N (0.96884, 2.71602, 1.48660)
N (-0.11754, 2.27986, 1.08969)
N (-0.79657, 0.37938, -0.04344)
N (1.18720, 0.31769, 1.10821)
H (0.11724, -2.80305, 0.27828)
H (-0.48305, -1.64594, 1.47236)
H (1.88908, -1.61263, 1.66121)
H (2.07372, -1.20553, -0.04850)
H (-1.55735, -1.39952, -0.87098)
H (-0.20769, 0.02316, -2.44280)
H (0.34031, -1.68959, -2.48408)
H (1.26978, -0.48613, -1.54178)
H (-1.93907, 0.71153, -1.54987)
H (-2.90602, 0.52141, -0.11476)
H (-1.92612, 2.02855, -0.38059)
H (0.92232, 3.73719, 1.59875)
H (1.79563, 0.73335, 1.89433)

Mulliken population analysis, charges in e, atoms 1 to 4: C 0.8358; C -0.6023; C -0.8493; C -0.3255


Computed energies relative to the best structure, in eV: i 3.361; ii 1.934; iii 0.000


i | Computed, not measured: C5H4O in the gas phase, with ωB97M-V/def2-TZVPD.

Properties
**2S+1**: 1
**Gap between HOMO and LUMO**: 9.70 eV
**Net charge**: 0
**HOMO**: -0.348 hartree
**LUMO level**: 0.234 eV

Atoms and positions in Å:
C (0.29297, -1.70748, -0.00669)
C (1.21111, -0.10312, 0.01853)
C (-1.04470, 0.16287, -0.04046)
C (0.03871, -0.45451, -0.84783)
C (-0.00731, -0.60599, 0.80946)
O (-2.37397, -0.17582, 0.00856)
H (2.13005, -0.87859, 0.11676)
H (1.40581, 0.87275, 0.14122)
H (-0.88787, 1.16916, -0.20098)
H (-2.43913, -1.04027, 0.36502)

Mulliken population analysis, charges in e, atoms 1 to 4: C -0.5096; C -0.4063; C 0.3205; C -0.0833


ii | Computed, not measured: C5H4O in the gas phase, with ωB97M-V/def2-TZVPD.

Properties
**2S+1**: 1
**Gap between HOMO and LUMO (spin up / spin down)**: 8.19 / 7.65 eV
**Net charge**: 0
**HOMO (spin up / spin down)**: -0.312 / -0.289 hartree
**LUMO level (spin up / spin down)**: -0.303 / -0.202 eV

Atoms and positions in Å:
C (0.51701, -0.49583, -0.18251)
C (1.73371, -0.28310, -0.03152)
C (-1.75763, -0.22085, 0.35545)
C (-2.87485, 0.29354, -0.09928)
C (2.99745, 0.06508, 0.13323)
O (-0.69107, -0.81100, -0.04870)
H (-3.67600, 0.80251, 0.44205)
H (-3.14670, 0.22569, -1.09748)
H (3.26867, 1.18937, 0.23779)
H (3.62941, -0.76542, 0.29097)

Mulliken population analysis, charges in e, atoms 1 to 4: C 0.6351; C 0.2527; C 0.2069; C -0.6208


Computed energies relative to the best structure, in eV: i 0.648; ii 0.000


i | Computed, not measured: C5H6N2O2 as an isolated structure, with ωB97M-V/def2-TZVPD.

Properties
**2S+1**: 1
**Gap between HOMO and LUMO**: 8.18 eV
**Net charge**: 0
**HOMO**: -0.327 hartree
**LUMO level**: -0.708 eV

Atoms and positions in Å:
C (1.24810, 1.32622, -1.56841)
C (0.41327, 0.57299, -0.70295)
C (-0.99325, 0.58678, -0.67560)
C (-1.60562, -0.00553, 0.50868)
C (0.44462, -1.05483, 1.04122)
H (1.75729, 1.86604, -0.67395)
H (0.82941, 2.01911, -2.12701)
H (1.85000, 0.86270, -2.41278)
H (-1.40958, 1.48017, -1.08301)
H (-1.70809, -1.93441, 1.33992)
H (0.51745, -2.16721, 2.57050)
N (-0.88404, -0.82556, 1.38749)
N (1.11756, -0.32589, 0.07957)
O (-2.77397, -0.22421, 0.84602)
O (1.19685, -2.17639, 1.47029)

Mulliken population analysis, charges in e, atoms 1 to 4: C -1.1220; C 0.9184; C -0.9221; C 0.7534


ii | Computed, not measured: C5H6N2O2 in the gas phase, with ωB97M-V/def2-TZVPD.

Properties
**2S+1**: 1
**Gap between HOMO and LUMO**: 8.20 eV
**Net charge**: 0
**HOMO**: -0.289 hartree
**LUMO level**: 0.331 eV

Atoms and positions in Å:
C (0.34898, -1.76942, -1.01103)
N (0.09650, -0.48153, -0.36592)
N (-0.36522, 0.16021, 2.08228)
C (0.73442, -0.23047, 1.23183)
C (0.19129, 1.28994, 1.55946)
C (-0.43526, 0.51465, -0.88981)
C (-0.90788, 1.48069, -1.61539)
O (1.70015, -0.91724, 1.47566)
O (0.17801, 2.47261, 1.72667)
H (-0.62668, -0.12094, 3.02451)
H (1.38849, -2.02742, -0.81367)
H (-0.29578, -2.51993, -0.55375)
H (0.17562, -1.71118, -2.08406)
H (-1.94197, 1.78236, -1.54444)
H (-0.24069, 2.07767, -2.22235)

Mulliken population analysis, charges in e, atoms 1 to 4: C -0.8815; N 0.0327; N -0.2791; C 0.7185


Computed energies relative to the best structure, in eV: i 0.715; ii 0.000


i | Computed, not measured: C5H6N2O2 in the gas phase, with ωB97M-V/def2-TZVPD.

Properties
**2S+1**: 1
**Gap between HOMO and LUMO**: 7.81 eV
**SMILES**: [H]/N=C/C(=C=N)OC(C)=O
**Net charge**: 0
**HOMO**: -0.295 hartree
**LUMO level**: -0.231 eV

Atoms and positions in Å:
C (1.75783, 1.57123, -1.07256)
C (-0.79703, -0.33982, 0.01448)
C (-0.14205, 0.05043, 1.13565)
C (1.30378, 0.17117, -0.77733)
C (-1.80349, -1.39681, -0.02084)
N (0.19624, 0.30635, 2.28059)
N (-2.31982, -1.84120, 1.04626)
O (-0.23836, 0.06105, -1.14564)
O (1.93855, -0.82479, -0.70566)
H (-0.45775, 0.79474, 2.89094)
H (-3.00160, -2.57685, 0.87118)
H (-2.07264, -1.70077, -1.03905)
H (1.26481, 2.29491, -0.43126)
H (1.52903, 1.79946, -2.11019)
H (2.84250, 1.63092, -0.93656)

Mulliken population analysis, charges in e, atoms 1 to 4: C -0.9229; C 0.3534; C 0.4174; C 0.6349


ii | Computed, not measured: C5H6N2O2 in the gas phase, with ωB97M-V/def2-TZVPD.

Properties
**2S+1**: 1
**Gap between HOMO and LUMO**: 8.64 eV
**SMILES**: O=C(O)Cc1c[nH]cn1
**Net charge**: 0
**HOMO**: -0.300 hartree
**LUMO level**: 0.476 eV

Atoms and positions in Å:
C (-1.98625, 0.12242, -0.01156)
C (-0.79675, -0.87435, 0.19340)
C (0.49991, -0.38649, 0.01804)
C (0.97533, 0.97659, -0.05750)
C (2.72133, -0.50685, -0.07544)
H (-3.57562, -0.80018, 0.32084)
H (-0.72125, -1.96729, -0.56488)
H (-0.78206, -1.37253, 1.36970)
H (0.42269, 1.72198, -0.26407)
H (3.11590, 1.69980, -0.00098)
H (3.68735, -0.65115, -0.07657)
N (2.38619, 0.95794, -0.09021)
N (1.71889, -1.26054, 0.05738)
O (-3.11616, -0.44980, -0.34307)
O (-1.80434, 1.38725, 0.22357)

Mulliken population analysis, charges in e, atoms 1 to 4: C 0.4968; C -0.0154; C 0.1884; C -0.7137


Computed energies relative to the best structure, in eV: i 0.000; ii 0.250


i | Computed, not measured: a 3-piece molecular cluster, C5H6N2O2 overall, with ωB97M-V/def2-TZVPD.

Properties
**2S+1**: 1
**Gap between HOMO and LUMO**: 8.86 eV
**Net charge**: 0
**HOMO**: -0.308 hartree
**LUMO level**: 0.476 eV

Atoms and positions in Å:
C (-0.31691, 1.12012, 0.91206)
C (-1.11361, 0.08447, 1.00548)
C (-2.30563, -0.06386, 0.27364)
C (3.16530, 0.92786, 0.30644)
C (-3.20956, 0.20845, -0.49501)
N (0.60092, -1.58820, -1.24899)
N (0.66357, -1.63909, -0.00592)
O (2.55333, 1.41719, 1.16596)
O (3.70683, 0.42877, -0.60164)
H (0.61748, 1.04452, 1.42167)
H (-0.59566, 1.97434, 0.36624)
H (-0.87925, -0.77816, 1.52883)
H (-0.19270, -2.16111, -1.76859)
H (-4.05215, 0.14508, -1.15539)
H (1.35803, -1.12038, -1.70480)

Mulliken population analysis, charges in e, atoms 1 to 4: C -0.7111; C -0.4975; C -0.3663; C 0.7766


ii | Computed, not measured: C5H6N2O2 in the gas phase, with ωB97M-V/def2-TZVPD.

Properties
**2S+1**: 1
**Gap between HOMO and LUMO**: 10.50 eV
**SMILES**: OC1(c2cnno2)CC1
**Net charge**: 0
**HOMO**: -0.366 hartree
**LUMO level**: 0.549 eV

Atoms and positions in Å:
C (1.96127, 1.14549, 0.08016)
C (0.98770, 0.14554, -0.07193)
C (-1.47192, -0.72068, 0.88330)
C (-1.58190, -0.90215, -0.63110)
C (-0.79123, 0.18005, -0.02358)
N (3.14774, 0.39013, 0.14555)
N (2.89405, -0.83053, 0.08904)
O (1.54210, -1.04307, -0.01617)
O (-1.09297, 1.52264, -0.04972)
H (1.91919, 2.15008, -0.05187)
H (-2.44884, -0.22495, 1.28088)
H (-1.09423, -1.51146, 1.52740)
H (-0.95879, -1.77258, -0.96067)
H (-2.23654, -0.64518, -1.41921)
H (-0.77566, 2.11667, -0.78208)

Mulliken population analysis, charges in e, atoms 1 to 4: C -0.5135; C 0.3496; C -0.7105; C -0.8018


Computed energies relative to the best structure, in eV: i 0.420; ii 0.000


i | Computed, not measured: C3H4N2O3 in the gas phase, with ωB97M-V/def2-TZVPD.

Properties
**2S+1**: 1
**Gap between HOMO and LUMO**: 10.32 eV
**SMILES**: COC1=NOC=NO1
**Net charge**: 0
**HOMO**: -0.356 hartree
**LUMO level**: 0.624 eV

Atoms and positions in Å:
C (2.29062, -0.78257, 0.16338)
C (0.03056, 0.26356, 0.04700)
C (-2.48203, 0.64790, -0.23127)
H (1.99687, -1.47325, 0.88839)
H (3.25139, -0.56034, 0.37230)
H (2.06448, -1.07632, -0.89177)
H (-3.40417, 0.79398, -0.56727)
N (-0.56797, -0.58137, -0.69115)
N (-1.87466, 1.61342, 0.37401)
O (1.33260, 0.39041, 0.25996)
O (-2.08282, -0.74158, -0.35617)
O (-0.55489, 1.50614, 0.63258)

Mulliken population analysis, charges in e, atoms 1 to 4: C -0.6403; C 0.6504; C -0.0689; H 0.2982


ii | Computed, not measured: C3H4N2O3 in the gas phase, with ωB97M-V/def2-TZVPD.

Properties
**2S+1**: 1
**Gap between HOMO and LUMO**: 9.86 eV
**SMILES**: O=c1ccn(O)n1O
**Net charge**: 0
**HOMO**: -0.358 hartree
**LUMO level**: 0.115 eV

Atoms and positions in Å:
C (-0.96494, 0.43701, -0.86004)
C (0.12378, -0.04970, -1.50724)
C (0.94491, -0.58695, -0.39823)
H (-1.61607, 1.88348, 1.38897)
H (-1.75240, 1.01666, -1.33138)
H (0.12836, -0.66984, -2.52689)
H (1.12927, -1.81677, 1.74074)
N (-0.64863, 0.37807, 0.53809)
N (0.59540, -0.07345, 0.75064)
O (-0.59007, 1.84127, 0.83107)
O (1.65278, -1.60420, -0.57422)
O (0.99762, -0.75560, 1.94848)

Mulliken population analysis, charges in e, atoms 1 to 4: C -0.0640; C -0.5289; C 0.6507; H 0.3950


iii | Computed, not measured: C3H4N2O3 in the gas phase, with ωB97M-V/def2-TZVPD.

Properties
**2S+1**: 1
**Gap between HOMO and LUMO**: 10.54 eV
**SMILES**: [H]/N=C1/OCON1C=O
**Net charge**: 0
**HOMO**: -0.375 hartree
**LUMO level**: 0.342 eV

Atoms and positions in Å:
C (-0.44213, -0.79300, 0.36752)
C (-1.71922, 0.89659, -0.62870)
C (1.63966, 0.44215, -0.11321)
H (0.76594, -1.87544, 0.84900)
H (-1.91596, 1.86632, -0.14837)
H (-2.49394, 0.46075, -1.35673)
H (1.76442, 1.04879, -1.22981)
N (-0.24095, -1.71139, 1.11288)
N (0.39352, -0.02298, -0.51446)
O (-1.66189, -0.11614, 0.34916)
O (-0.24115, 0.94727, -1.28496)
O (2.39576, 0.08959, 0.92871)

Mulliken population analysis, charges in e, atoms 1 to 4: C 0.4391; C -0.0469; C 0.1369; H 0.3037


iv | Computed, not measured: C3H4N2O3 in the gas phase, with ωB97M-V/def2-TZVPD.

Properties
**2S+1**: 1
**Gap between HOMO and LUMO**: 10.12 eV
**SMILES**: O=CN/N=C\OC=O
**Net charge**: 0
**HOMO**: -0.357 hartree
**LUMO level**: 0.405 eV

Atoms and positions in Å:
C (-1.52411, -1.03584, -1.46505)
C (0.52747, -0.38797, 1.37267)
C (1.46829, 1.78886, 0.58108)
H (-1.65075, -0.59187, -2.47004)
H (-0.07733, 0.48791, -0.95623)
H (0.76820, -0.96287, 2.25190)
H (2.04188, 2.63723, 0.99865)
N (-0.61821, -0.33902, -0.68276)
N (-0.30351, -0.84811, 0.53902)
O (-2.09395, -2.05441, -1.13319)
O (1.42367, 0.79554, 1.46043)
O (0.98780, 1.82753, -0.54602)

Mulliken population analysis, charges in e, atoms 1 to 4: C 0.0334; C 0.0558; C 0.2621; H 0.3079


Computed energies relative to the best structure, in eV: i 4.408; ii 5.140; iii 3.303; iv 0.000